Molecular formula: C15H11BiBrCl3GeN3O3
Method: DFT, ωB97M-V/def2-TZVPD

Last column: Mulliken charge in e.
Cartesian coordinates (Å):
Bi -0.917 -0.542 -3.781  1.187
C 2.703 -0.577 -4.131  -1.044
O 1.684 -0.412 -3.142  -0.080
C 2.033 -0.533 -1.828  0.305
C 3.330 -0.678 -1.365  -0.314
C 3.548 -0.816 0.005  -0.645
Br 5.307 -1.129 0.635  -0.123
C 2.505 -0.725 0.909  -1.069
C 1.196 -0.536 0.457  0.716
C 0.961 -0.508 -0.919  0.715
O -0.319 -0.471 -1.465  -0.304
C 0.165 -0.373 1.476  0.122
N 0.223 -1.036 2.618  -0.618
C -0.812 -0.634 3.374  0.773
C -1.200 -1.012 4.672  -0.646
C -2.237 -0.318 5.259  -0.521
C -2.894 0.712 4.582  -0.441
C -2.525 1.100 3.287  -0.652
C -1.520 0.386 2.667  0.596
N -0.879 0.503 1.448  0.390
H 3.447 0.216 -4.048  0.356
H 2.213 -0.495 -5.098  0.286
H 3.178 -1.554 -4.040  0.433
H 4.173 -0.700 -2.036  0.577
H 2.698 -0.803 1.968  0.625
H -1.015 -0.621 -0.805  0.440
H -0.719 -1.844 5.164  0.483
H -2.565 -0.587 6.250  0.428
H -3.701 1.235 5.074  0.444
H -2.979 1.965 2.828  0.440
H -1.039 1.243 0.765  -0.239
Cl -0.809 2.505 -1.156  -0.366
Ge -0.672 2.089 -3.307  0.665
Cl -2.166 3.361 -4.158  -0.217
Cl 1.264 2.867 -3.856  -0.263
O -5.047 -0.383 -2.694  -0.328
C -3.908 -0.431 -2.777  0.622
N -2.708 -0.462 -2.834  -0.736

Properties
* LUMO energy (spin up / spin down): -8.02 / -9.85 eV
* net charge: +2
* ⟨S²⟩: 0.78
* 2S+1: 2
* E_HOMO (spin up / spin down): -14.76 / -14.72 eV
* strongest force on any atom: 1.76 eV/A